The following is a DFT calculation (the ωB97M-V functional and the def2-TZVPD basis) of a cluster of 16 separate species, C59H161N11O16 in total at a distorted geometry.

Positions of all 247 atoms, in Å:
C (-3.348, -7.344, -3.487)
H (-4.288, -8.994, -4.534)
H (-2.878, 6.304, -0.103)
C (-1.234, -6.006, 0.199)
C (-4.435, 0.184, -1.998)
H (7.312, -5.208, 2.207)
H (-3.930, 2.978, -0.573)
C (-2.204, 5.843, -4.382)
C (-1.271, -3.887, -4.972)
H (6.802, -4.468, -1.561)
H (-1.240, 6.108, -3.942)
H (0.376, 1.331, 1.779)
C (2.314, 5.995, 3.105)
H (1.751, 6.800, 3.620)
C (-0.230, 2.057, -0.160)
H (-1.499, -4.699, -5.688)
N (2.781, 7.904, -4.054)
H (-1.993, 5.605, -5.439)
H (-1.943, 3.190, -4.836)
H (6.801, -3.129, 3.981)
H (3.277, -0.969, 3.456)
C (-3.226, 7.051, -4.143)
N (-4.364, 6.698, -4.903)
H (5.075, 2.830, -2.087)
O (-3.957, 4.734, 0.517)
C (0.242, 5.805, -0.691)
H (5.663, -3.657, -3.671)
H (3.361, 2.570, -1.939)
H (2.268, 1.742, 0.255)
C (-3.395, 7.253, -2.566)
H (-0.276, 4.879, 3.667)
C (0.185, -6.162, -0.503)
C (-3.784, -6.048, -2.820)
H (-5.772, 5.214, 4.940)
H (2.035, 4.574, 4.716)
H (2.640, -2.235, 1.361)
C (0.046, -4.953, 4.919)
H (-2.113, -6.909, 2.032)
C (-4.568, -8.026, -4.103)
H (3.814, -1.155, 0.414)
H (0.340, -1.090, 1.246)
H (3.014, 3.492, 1.277)
H (3.555, -8.019, -0.142)
H (2.199, -0.342, 5.695)
C (-4.906, 7.442, 1.094)
H (-5.149, 2.699, 5.379)
H (5.519, 0.030, 3.751)
O (-2.797, 4.719, -3.802)
H (3.382, 6.257, 3.351)
O (2.242, 0.808, 3.404)
H (-0.227, -5.889, 7.396)
H (-2.742, 7.926, -4.547)
H (4.674, -4.702, -4.518)
H (-3.433, -8.923, -2.283)
H (4.625, -8.212, -1.537)
C (3.378, -2.160, 0.591)
H (-4.440, 5.623, 5.916)
C (-2.563, 2.394, 2.466)
H (-6.329, -0.509, -2.565)
H (-2.959, -2.305, 2.034)
H (1.987, -5.508, -4.973)
H (-4.916, -7.515, -5.038)
H (-1.707, 3.017, 2.434)
C (0.437, 1.004, 0.733)
H (-0.440, 5.127, -1.253)
H (-0.553, 0.190, -3.188)
H (-1.797, -8.566, -2.663)
H (-1.047, -2.400, -0.548)
H (5.294, 5.287, -0.492)
H (-2.157, -2.504, 4.253)
C (5.488, -5.514, -2.840)
O (-1.451, -4.671, 0.593)
H (0.758, -3.240, 2.189)
C (4.301, 3.305, -0.154)
H (-3.754, 0.133, 4.759)
H (1.171, 5.210, -0.561)
H (1.310, -1.830, 4.398)
H (1.589, -2.784, 5.901)
H (5.305, 4.734, 1.195)
H (-0.317, -2.608, 3.021)
H (-3.811, -3.588, -2.520)
H (2.786, -2.099, -7.125)
H (-0.371, 8.649, -3.012)
H (8.162, -2.958, 3.171)
C (5.126, -2.574, 1.959)
H (4.658, 2.328, 0.217)
H (-2.832, 3.809, 6.567)
C (3.839, -7.574, -1.089)
C (0.917, -2.604, 5.045)
H (-0.828, -4.489, 5.448)
H (-5.088, -3.260, -3.664)
H (0.078, 8.194, -4.617)
H (-1.981, -6.169, -0.588)
C (1.899, 4.603, 3.627)
C (-1.342, -0.111, -3.922)
C (-2.561, -1.541, 3.902)
N (1.885, 0.814, 0.497)
H (-3.291, 2.772, 1.747)
O (-3.195, 2.393, 3.800)
O (0.198, -0.790, -0.774)
C (-0.007, -2.173, -0.886)
H (-1.340, -8.088, 1.044)
H (1.086, -7.040, 7.135)
C (0.500, 4.259, 3.201)
H (-5.139, 7.322, -4.911)
C (0.465, 8.732, -3.736)
H (-5.329, 8.183, 1.806)
H (3.336, -5.329, -2.436)
H (-5.427, -8.008, -3.415)
H (-2.269, 0.298, -1.625)
H (-2.375, 7.514, -2.256)
C (4.313, -5.325, -1.881)
H (-1.639, -2.960, -5.409)
N (-5.326, -0.688, -2.721)
H (-3.792, -0.815, 2.182)
H (3.060, -5.384, -6.230)
H (-0.218, 6.127, 0.260)
C (6.761, -5.431, -2.068)
H (-2.248, 1.385, 2.153)
H (0.306, 3.011, -0.090)
H (-4.620, 8.018, 0.189)
H (-5.183, -0.605, -3.696)
H (-2.800, -1.264, -2.124)
H (0.471, -2.738, -6.362)
H (-4.035, 8.035, -2.186)
C (5.365, 4.423, 0.177)
H (-0.859, -4.542, 1.364)
C (1.334, 6.779, -2.446)
H (0.331, -5.359, -1.234)
C (-2.108, 3.520, -3.815)
H (0.326, 3.227, 3.579)
H (2.452, 7.695, -4.984)
H (2.525, -2.924, -4.903)
O (2.832, 3.652, 3.069)
H (3.460, 7.238, -3.746)
H (-5.719, 4.697, 6.627)
H (-0.426, -5.696, 4.267)
H (-2.128, 5.389, 1.162)
H (-1.076, 0.315, -4.886)
H (2.981, -7.599, -1.751)
H (-4.711, 5.795, -4.640)
H (5.365, -6.543, -3.210)
H (-0.057, -2.297, 5.421)
H (6.875, -6.269, -1.378)
H (-5.568, 0.043, -0.178)
C (-3.666, 6.770, 1.780)
H (6.083, -5.120, 0.920)
H (3.947, 4.217, -2.172)
H (-1.187, 3.560, -3.223)
H (-4.582, 1.266, -2.300)
H (4.402, -4.354, -1.389)
H (-4.612, 3.775, 3.284)
O (4.245, -6.250, -0.819)
H (1.979, 8.788, -2.284)
H (2.457, 2.764, 3.249)
C (6.496, -3.248, 1.957)
N (-2.572, 7.667, 2.253)
H (4.802, 1.619, 3.990)
H (-3.920, -1.565, 5.395)
C (3.347, 0.050, 3.893)
N (2.771, -4.964, -5.341)
N (0.069, -3.542, 2.885)
O (3.001, 3.526, 0.305)
C (1.717, 8.106, -3.108)
H (-2.243, 8.227, 1.475)
H (4.717, 0.800, 2.408)
H (-4.495, -6.291, -2.071)
H (-3.790, 4.434, -1.535)
H (5.424, -5.053, 2.486)
O (0.097, -3.872, -4.683)
C (0.775, -3.874, 4.112)
H (2.205, 6.164, -2.138)
H (1.022, -6.072, 0.231)
H (4.057, -3.258, -6.836)
C (-1.283, -7.019, 1.362)
H (-2.701, 2.722, -3.367)
H (-2.980, -5.615, -2.233)
C (-3.798, 3.611, 4.044)
O (-2.652, 0.237, -3.589)
C (-2.981, -0.169, -2.313)
H (-2.851, 8.291, 3.002)
H (2.950, -2.512, -0.348)
H (-5.628, 6.657, 0.853)
O (-1.422, -0.835, 3.400)
H (-0.336, -7.035, 6.080)
H (-2.410, 3.947, -0.554)
H (-1.260, -1.166, -4.085)
H (-4.106, 6.149, 2.554)
C (-3.088, 5.760, 0.821)
C (0.352, -6.384, 6.658)
H (2.200, 0.754, 2.450)
H (-1.490, 0.101, 3.547)
H (-3.596, 6.254, -2.149)
H (4.547, -2.753, 2.886)
H (6.346, 4.019, -0.029)
H (-2.630, -7.045, -4.242)
C (4.677, 0.666, 3.511)
C (-3.474, 3.970, -0.564)
O (1.000, -5.501, 5.811)
H (7.023, -2.950, 1.015)
C (-4.544, 0.021, -0.500)
C (6.341, -4.762, 1.950)
H (-1.860, -3.976, -4.086)
O (-4.295, -5.154, -3.751)
N (5.519, -4.614, -3.964)
O (0.430, 7.019, -1.396)
C (-0.096, -0.416, 0.541)
C (4.172, 3.248, -1.650)
H (-1.270, 2.161, 0.199)
H (0.449, -4.377, -6.538)
C (-3.225, -0.793, 5.025)
C (-3.557, -1.711, 2.742)
H (0.231, -7.166, -0.908)
H (0.140, -2.549, -1.910)
H (2.732, -3.720, -7.891)
H (5.388, -1.486, 1.977)
C (3.003, -3.160, -7.015)
H (0.758, 6.219, -3.171)
H (-0.358, -6.938, 1.973)
H (7.625, -5.490, -2.772)
C (2.289, -3.634, -5.679)
H (3.193, 1.129, 5.678)
H (-3.136, 2.267, 6.094)
H (2.042, 0.278, -0.372)
H (0.695, -2.797, -0.320)
H (-4.455, -2.255, 2.951)
C (-5.133, 4.834, 5.716)
H (0.549, 9.800, -4.105)
H (2.153, 6.092, 2.040)
N (-3.537, 3.118, 6.417)
H (-4.046, 0.896, -0.038)
H (-5.446, -4.267, -2.260)
H (0.374, 4.181, 2.130)
H (-2.547, -0.651, 5.845)
H (-0.248, 1.718, -1.176)
H (3.919, -0.514, 5.875)
N (7.202, -2.738, 3.137)
C (0.785, -3.633, -5.848)
N (-2.698, -8.202, -2.445)
H (-3.079, 4.460, 3.966)
C (3.160, 0.068, 5.392)
H (-4.162, -0.864, -0.050)
C (-4.690, -4.024, -2.992)
C (-4.439, 3.529, 5.434)
H (-1.167, -0.523, 0.700)
H (1.746, -4.325, 3.901)
O (4.466, -3.015, 0.828)

ΔE to the lowest compared entry with this formula, charge and spin (kcal per mole): 14.7
Highest occupied orbital energy (eV): -8.411
E_LUMO (Eh): 0.0164
HOMO-LUMO gap (eV): 8.858
Charge: 0

Atomic partial charges in e from the Mulliken method, atoms 1 to 6: 0.441 0.473 -0.263 1.046 0.807 0.396